Record 1
Molecular formula: C2H4INS
Method: DFT, ωB97M-V/def2-TZVPD

CARTESIAN COORDINATES (ANGSTROEM)
C  -0.233  0.599  1.028
C  0.140  -0.317  -1.495
N  0.120  -0.735  1.335
S  -0.561  1.106  -0.603
I  -0.694  1.933  2.508
H  0.332  -0.981  -0.681
H  0.958  -0.072  -2.155
H  -0.486  -0.663  -2.276
H  0.425  -0.869  2.339

Its energy above the lowest of the compared OMol25 structures with the same formula, charge and spin is 22.0 kcal per mole. For the frontier orbital gap, the calculation gives 9.44 eV. The calculation puts the total energy at -22563.352 eV. The multiplicity is 1. The value obtained for the lowest unoccupied orbital energy is 0.0112 Ha. The highest occupied orbital energy is -0.336 Eh. The total charge is 0.

---

Record 2
Molecular formula: C10H31Cl2O7P2ReSbSi3
Method: DFT, ωB97M-V/def2-TZVPD

CARTESIAN COORDINATES (ANGSTROEM)
Re  -0.205  -2.260  -2.271
Cl  -0.789  -4.541  -2.423
C  0.678  -4.965  -3.406
Cl  1.441  -3.323  -3.567
H  0.388  -5.349  -4.379
H  1.330  -5.634  -2.853
O  -1.043  -0.505  -4.189
P  -0.522  0.606  -3.150
O  0.019  1.831  -3.704
O  0.378  -0.267  -2.200
O  -1.830  0.881  -2.239
P  -2.673  -0.217  -1.378
O  -3.799  -0.730  -2.341
O  -3.087  0.447  -0.140
O  -1.746  -1.450  -1.169
H  -1.274  -0.129  -5.053
H  -4.626  -0.229  -2.319
C  -2.293  3.361  0.771
Si  -0.484  3.114  0.645
C  0.396  3.756  -0.832
C  0.408  3.344  2.247
Sb  -0.053  0.438  0.465
Si  -1.165  -1.228  2.246
C  -0.341  -2.849  1.884
C  -2.991  -1.340  2.259
C  -0.454  -0.319  3.703
Si  2.550  0.030  0.156
C  3.243  0.903  -1.310
C  2.836  -1.800  0.075
C  3.101  0.784  1.770
H  -2.533  4.413  0.592
H  -2.649  3.088  1.766
H  -2.830  2.752  0.047
H  0.337  4.847  -0.866
H  -0.022  3.370  -1.763
H  1.451  3.476  -0.798
H  0.245  4.381  2.560
H  1.483  3.193  2.167
H  0.020  2.707  3.045
H  -0.299  -3.034  0.809
H  -0.920  -3.659  2.335
H  0.668  -2.896  2.295
H  -3.351  -1.963  1.442
H  -3.465  -0.365  2.171
H  -3.290  -1.797  3.207
H  0.598  -0.050  3.578
H  -0.517  -0.949  4.595
H  -1.023  0.591  3.906
H  2.810  0.536  -2.238
H  4.322  0.729  -1.337
H  3.079  1.980  -1.271
H  2.680  -2.168  -0.942
H  2.205  -2.370  0.754
H  3.878  -2.007  0.334
H  3.222  1.862  1.661
H  4.077  0.375  2.044
H  2.431  0.596  2.611

Its energy above the lowest of the compared OMol25 structures with the same formula, charge and spin is 25.6 kcal per mole. For the frontier orbital gap (spin up / spin down), the calculation gives 7.00 / 5.95 eV. The calculation puts the total energy at -101120.485 eV. The multiplicity is 4. The value obtained for the lowest unoccupied orbital energy (spin up / spin down) is -0.2927 / -0.2937 Ha. The highest occupied orbital energy (spin up / spin down) is -0.550 / -0.512 Eh. The total charge is +2.

---

Record 3
Molecular formula: C11H16ClO2PPt
Method: DFT, ωB97M-V/def2-TZVPD

CARTESIAN COORDINATES (ANGSTROEM)
Cl  0.143  2.917  -0.979
C  -1.935  -0.866  -1.321
C  -1.151  -2.037  -1.289
C  0.142  -1.751  -1.807
H  -1.520  -3.021  -1.005
C  0.209  -0.370  -2.183
C  -1.145  0.202  -1.889
H  -1.490  1.140  -2.321
H  -2.984  -0.785  -1.039
H  0.933  -2.483  -1.972
C  1.186  0.292  -3.085
Pt  0.058  0.579  -0.071
C  1.929  0.732  0.309
O  3.052  0.903  0.508
C  -1.141  1.115  1.341
O  -1.762  1.437  2.258
H  2.221  0.078  -2.791
H  1.054  1.379  -3.040
H  1.066  -0.035  -4.128
C  -0.524  -3.138  2.597
P  0.293  -1.719  1.719
C  1.065  -0.911  3.183
C  1.770  -2.614  1.116
H  -1.381  -2.760  3.171
H  0.149  -3.657  3.297
H  -0.873  -3.866  1.854
H  1.582  -1.678  3.782
H  1.754  -0.125  2.838
H  0.265  -0.457  3.787
H  2.237  -3.129  1.965
H  1.467  -3.355  0.372
H  2.474  -1.925  0.644

Its energy above the lowest of the compared OMol25 structures with the same formula, charge and spin is 0.0 kcal per mole. For the frontier orbital gap (spin up / spin down), the calculation gives 8.66 / 5.75 eV. The calculation puts the total energy at -40798.140 eV. The multiplicity is 5. The value obtained for the lowest unoccupied orbital energy (spin up / spin down) is -0.2701 / -0.4324 Ha. The highest occupied orbital energy (spin up / spin down) is -0.588 / -0.644 Eh. The total charge is +2.